(1)
Entry from the Open Molecules 2025 dataset: 2 unconnected molecules or ions with the total composition C12H16N2O at a distorted geometry (ωB97M-V with the def2-TZVPD basis set).

Positions of all 31 atoms, in Å:
C (-1.650, -2.180, -1.078)
C (-0.349, -1.348, -1.413)
C (0.219, -0.858, -2.577)
N (1.368, -0.045, -2.426)
C (1.655, -0.258, -1.093)
C (2.832, 0.179, -0.542)
C (3.030, -0.187, 0.813)
C (2.022, -0.914, 1.537)
C (0.925, -1.439, 0.874)
C (0.681, -1.121, -0.430)
H (-2.146, -2.530, -1.952)
H (-2.498, -1.432, -0.789)
H (-1.507, -3.002, -0.531)
H (-0.464, -0.704, -3.386)
H (2.125, 0.165, -2.978)
H (3.614, 0.755, -0.940)
H (4.020, -0.039, 1.320)
H (2.248, -0.982, 2.566)
H (0.334, -2.111, 1.397)
C (-1.139, 2.023, -0.526)
C (-0.670, 1.963, 0.963)
C (-1.956, 1.370, 1.621)
N (-1.906, 0.468, 2.676)
O (-3.066, 1.362, 1.135)
H (-1.212, 3.095, -0.874)
H (-1.963, 1.406, -0.994)
H (-0.209, 1.672, -1.169)
H (0.228, 1.261, 1.276)
H (-0.475, 2.875, 1.299)
H (-2.916, 0.362, 2.957)
H (-1.174, 0.191, 3.265)

Summary:
Energy above the lowest of the compared OMol25 structures with the same formula, charge and spin in kJ/mol: 311.5
Frontier orbital gap in eV: 8.94
HOMO in eV: -8.05
E in Eh: -651.5249
LUMO level in eV: 0.9

***

(2)
Entry from the Open Molecules 2025 dataset: 5 unconnected molecules or ions with the total composition C30H25N5O10 at a distorted geometry (ωB97M-V with the def2-TZVPD basis set).

Positions of all 70 atoms, in Å:
O (-6.133, 0.893, 2.600)
N (-6.105, 2.096, 2.483)
O (-7.079, 2.837, 2.206)
C (-4.867, 2.870, 2.899)
C (-4.828, 4.266, 2.874)
C (-3.596, 4.898, 3.139)
C (-2.479, 4.215, 3.500)
C (-2.493, 2.839, 3.585)
C (-3.708, 2.162, 3.298)
H (-5.652, 4.841, 2.480)
H (-3.512, 5.897, 2.738)
H (-1.562, 4.777, 3.586)
H (-1.593, 2.318, 3.878)
H (-3.755, 1.095, 3.461)
O (-2.887, -3.922, -5.834)
N (-3.216, -2.726, -5.685)
O (-4.207, -2.235, -6.158)
C (-2.318, -1.760, -4.946)
C (-2.716, -0.456, -4.668)
C (-1.885, 0.388, -3.946)
C (-0.656, -0.091, -3.554)
C (-0.222, -1.401, -3.758)
C (-1.093, -2.268, -4.424)
H (-3.645, 0.004, -4.968)
H (-2.243, 1.395, -3.785)
H (-0.017, 0.616, -3.045)
H (0.753, -1.732, -3.432)
H (-0.755, -3.276, -4.613)
O (1.427, -2.634, 0.841)
N (1.416, -1.653, 0.143)
O (1.406, -1.610, -1.056)
C (1.439, -0.340, 0.807)
C (1.490, -0.247, 2.195)
C (1.360, 1.022, 2.835)
C (1.139, 2.201, 2.157)
C (1.117, 2.079, 0.752)
C (1.305, 0.845, 0.115)
H (1.567, -1.130, 2.812)
H (1.446, 1.080, 3.910)
H (0.953, 3.143, 2.652)
H (0.920, 3.010, 0.241)
H (1.370, 0.967, -0.956)
O (2.681, 0.197, -3.977)
N (3.158, 1.304, -3.649)
O (2.685, 1.984, -2.741)
C (4.277, 1.776, -4.418)
C (4.727, 3.099, -4.248)
C (5.729, 3.606, -5.094)
C (6.401, 2.775, -5.940)
C (6.013, 1.437, -6.157)
C (4.909, 0.938, -5.389)
H (4.278, 3.789, -3.548)
H (6.125, 4.597, -4.929)
H (7.348, 3.111, -6.335)
H (6.567, 0.852, -6.877)
H (4.672, -0.106, -5.534)
O (-0.269, -4.344, 8.210)
N (-1.006, -4.838, 7.382)
O (-1.903, -5.552, 7.734)
C (-0.609, -4.644, 5.956)
C (0.481, -3.836, 5.561)
C (0.848, -3.726, 4.184)
C (0.044, -4.404, 3.307)
C (-1.004, -5.242, 3.661)
C (-1.423, -5.287, 4.939)
H (1.016, -3.253, 6.296)
H (1.793, -3.298, 3.886)
H (0.427, -4.473, 2.300)
H (-1.574, -5.811, 2.941)
H (-2.277, -5.921, 5.123)

Summary:
Energy above the lowest of the compared OMol25 structures with the same formula, charge and spin in kJ/mol: 234.6
Frontier orbital gap in eV: 8.55
HOMO in eV: -9.82
E in Eh: -2183.8360
LUMO level in eV: -1.3

***

(3)
Entry from the Open Molecules 2025 dataset: C6H12O in the gas phase (ωB97M-V with the def2-TZVPD basis set).

Positions of all 19 atoms, in Å:
C (-2.033, -0.958, 0.069)
C (-1.481, 0.450, 0.069)
C (-0.769, 0.968, -1.149)
C (0.003, 0.732, 0.119)
C (1.030, -0.369, 0.236)
C (2.416, 0.084, -0.201)
O (1.135, -0.809, 1.585)
H (-1.424, -1.622, -0.552)
H (-3.050, -0.976, -0.338)
H (-2.064, -1.385, 1.078)
H (-2.096, 1.172, 0.606)
H (-0.625, 0.252, -1.958)
H (-0.935, 1.989, -1.480)
H (0.285, 1.627, 0.678)
H (0.727, -1.222, -0.393)
H (2.418, 0.393, -1.252)
H (3.136, -0.730, -0.068)
H (2.740, 0.926, 0.419)
H (0.365, -0.476, 2.060)

Summary:
Energy above the lowest of the compared OMol25 structures with the same formula, charge and spin in kJ/mol: 96.9
Frontier orbital gap in eV: 11.09
HOMO in eV: -10.05
E in Eh: -311.0223
LUMO level in eV: 1.0

***

(4)
Entry from the Open Molecules 2025 dataset: a molecular structure, C42H49N13O2RuSeSi at a distorted geometry (ωB97M-V with the def2-TZVPD basis set).

Positions of all 109 atoms, in Å:
Ru (0.791, 1.717, -0.645)
C (-5.017, -0.342, -0.224)
N (-3.819, 0.443, -0.493)
C (-2.568, 0.062, -0.793)
N (-1.765, 1.101, -0.821)
C (-2.601, 2.135, -0.514)
N (-3.848, 1.784, -0.312)
C (-4.958, -1.030, 1.118)
C (-5.773, -0.665, 2.178)
C (-5.638, -1.281, 3.417)
C (-4.668, -2.250, 3.619)
C (-3.847, -2.610, 2.559)
C (-4.010, -2.018, 1.320)
C (-2.743, -3.565, 2.725)
N (-2.358, -4.267, 3.730)
N (-1.184, -4.933, 3.309)
C (-0.991, -4.562, 2.097)
O (-1.935, -3.711, 1.651)
C (0.113, -4.832, 1.163)
C (1.248, -5.509, 1.585)
C (2.329, -5.618, 0.723)
C (2.278, -5.044, -0.541)
C (1.133, -4.388, -0.975)
C (1.055, -3.786, -2.351)
N (1.001, -2.323, -2.363)
C (0.738, -1.419, -1.416)
N (0.808, -0.201, -1.931)
C (1.143, -0.427, -3.231)
N (1.262, -1.698, -3.536)
C (0.045, -4.306, -0.116)
H (-5.153, -1.065, -1.030)
H (-5.838, 0.369, -0.256)
H (-2.285, -0.962, -0.980)
H (-2.270, 3.156, -0.436)
H (-6.496, 0.131, 2.048)
H (-6.271, -0.977, 4.239)
H (-4.527, -2.707, 4.590)
H (-3.367, -2.318, 0.503)
H (1.289, -5.907, 2.590)
H (3.228, -6.124, 1.049)
H (3.142, -5.096, -1.192)
H (0.174, -4.157, -2.878)
H (1.930, -4.057, -2.937)
H (0.512, -1.656, -0.389)
H (1.302, 0.356, -3.953)
H (-0.855, -3.795, -0.438)
O (-0.312, 1.882, 1.213)
N (-0.080, 2.672, 2.188)
C (-1.015, 2.662, 3.119)
C (-2.201, 1.850, 2.990)
N (-3.146, 1.202, 2.885)
C (-0.826, 3.487, 4.280)
N (-0.699, 4.138, 5.220)
Se (2.730, 2.963, -1.875)
C (3.073, 2.120, -3.469)
N (3.309, 1.606, -4.480)
C (-1.708, 3.682, -5.574)
N (-1.536, 2.694, -4.533)
C (-2.791, 2.327, -3.922)
C (-0.423, 2.877, -3.602)
C (-0.533, 3.885, -2.464)
C (-1.057, 5.155, -2.708)
C (-1.109, 6.133, -1.726)
C (-0.586, 5.855, -0.473)
C (-0.038, 4.603, -0.222)
C (-0.023, 3.589, -1.186)
H (-2.213, 3.230, -6.434)
H (-0.735, 4.043, -5.909)
H (-2.311, 4.553, -5.274)
H (-3.505, 2.048, -4.702)
H (-3.243, 3.138, -3.328)
H (-2.649, 1.468, -3.265)
H (0.455, 3.122, -4.206)
H (-0.219, 1.909, -3.145)
H (-1.420, 5.396, -3.697)
H (-1.531, 7.106, -1.947)
H (-0.594, 6.608, 0.307)
H (0.392, 4.422, 0.756)
C (3.168, 1.970, 1.734)
Si (2.503, 0.440, 0.864)
C (1.729, -0.716, 2.278)
C (0.194, -0.719, 2.313)
C (2.201, -0.228, 3.655)
C (2.154, -2.184, 2.164)
C (4.117, -0.451, 0.167)
C (3.970, -1.902, -0.328)
C (5.160, -0.459, 1.297)
C (4.730, 0.307, -1.010)
H (3.790, 1.740, 2.602)
H (2.342, 2.602, 2.070)
H (3.770, 2.549, 1.028)
H (-0.211, 0.212, 2.687)
H (-0.145, -1.514, 2.993)
H (-0.267, -0.889, 1.334)
H (1.864, 0.789, 3.862)
H (3.288, -0.249, 3.759)
H (1.782, -0.881, 4.433)
H (1.967, -2.619, 1.180)
H (1.587, -2.772, 2.896)
H (3.212, -2.326, 2.393)
H (3.822, -2.627, 0.466)
H (4.892, -2.182, -0.853)
H (3.154, -2.015, -1.046)
H (4.805, -0.973, 2.194)
H (5.458, 0.549, 1.583)
H (6.060, -0.986, 0.953)
H (4.065, 0.345, -1.872)
H (5.646, -0.215, -1.320)
H (4.995, 1.331, -0.757)

Summary:
Energy above the lowest of the compared OMol25 structures with the same formula, charge and spin in kJ/mol: 97.1
Charge: -1
Spin multiplicity: 2
Frontier orbital gap (alpha / beta) in eV: 6.48 / 5.89
HOMO (alpha / beta) in eV: -4.93 / -4.34
E in Eh: -5277.9207
LUMO level (alpha / beta) in eV: 1.5 / 1.5

***

(5)
Entry from the Open Molecules 2025 dataset: 3 unconnected molecules or ions with the total composition C3H7NO2 (ωB97M-V with the def2-TZVPD basis set).

Positions of all 13 atoms, in Å:
N (1.897, 0.468, 0.509)
C (1.760, -0.607, 1.071)
O (1.530, -1.651, 1.539)
H (2.669, 1.092, 0.683)
C (-1.393, -1.327, 0.405)
C (-1.493, -0.349, -0.490)
H (-1.481, -1.137, 1.471)
H (-1.216, -2.357, 0.110)
H (-1.408, -0.551, -1.555)
H (-1.658, 0.687, -0.210)
O (0.149, 2.283, -1.088)
H (0.520, 1.607, -0.500)
H (0.124, 1.843, -1.946)

Summary:
Energy above the lowest of the compared OMol25 structures with the same formula, charge and spin in kJ/mol: 172.0
Frontier orbital gap in eV: 10.74
HOMO in eV: -10.16
E in Eh: -323.7155
LUMO level in eV: 0.6

***

(6)
Entry from the Open Molecules 2025 dataset: a gas-phase ion, C7H12NO6 (charge -1) (ωB97M-V with the def2-TZVPD basis set).

Positions of all 26 atoms, in Å:
O (0.307, 3.772, 0.846)
C (-0.459, 3.220, 0.110)
C (-1.081, 1.873, 0.380)
N (-0.081, 0.844, 0.135)
C (-0.548, -0.546, 0.206)
C (0.390, -1.347, 1.139)
C (1.856, -0.981, 1.043)
O (2.359, -1.100, -0.304)
C (-0.513, -1.237, -1.181)
O (-0.493, -0.291, -2.251)
O (0.610, -0.606, -3.117)
C (-2.023, -0.610, 0.743)
O (-2.888, -0.298, -0.100)
O (-2.171, -0.865, 1.959)
H (-0.709, 3.701, -0.855)
H (-1.362, 1.865, 1.432)
H (-1.966, 1.774, -0.252)
H (0.395, 1.008, -0.740)
H (0.241, -2.415, 0.966)
H (0.090, -1.144, 2.165)
H (2.421, -1.652, 1.699)
H (1.999, 0.043, 1.382)
H (3.285, -0.847, -0.301)
H (-1.398, -1.867, -1.283)
H (0.358, -1.877, -1.265)
H (1.377, -0.417, -2.556)

Summary:
Charge: -1
Frontier orbital gap in eV: 7.49
HOMO in eV: -4.61
E in Eh: -780.0636
LUMO level in eV: 2.9